1.
Entry from the Open Molecules 2025 dataset: a structure of composition C5H12AsF4 at a distorted geometry (ωB97M-V with the def2-TZVPD basis set).

Last column: Mulliken charge in e.
Cartesian coordinates (Å):
F1 -1.86 2.81 2.63  -0.323
C1 -1.11 2.77 1.37  -0.269
C2 -0.89 1.25 1.02  -0.802
As1 0.21 0.97 -0.70  -0.694
C3 -0.47 -0.95 -0.72  -1.039
C4 0.61 -2.05 -1.13  -0.628
C5 1.43 -2.64 0.11  0.735
F2 0.56 -3.18 1.09  -0.271
F3 2.13 -3.77 -0.39  -0.291
F4 2.29 -1.73 0.70  -0.212
H1 -0.14 3.35 1.48  0.278
H2 -1.71 3.27 0.54  0.216
H3 -0.38 0.65 1.85  0.281
H4 -1.90 0.77 0.81  0.279
H5 -1.02 1.44 -1.55  0.091
H6 0.65 2.47 -0.61  0.138
H7 1.50 0.60 0.10  0.039
H8 0.99 0.78 -2.07  0.141
H9 -0.79 -1.19 0.35  0.331
H10 -1.41 -0.96 -1.36  0.375
H11 1.29 -1.74 -1.98  0.358
H12 0.02 -2.95 -1.52  0.267

Results
Calculated total energy: -2832.79580 Ha
Charge: -1
Lowest unoccupied orbital energy: 3.720 eV
Gap between HOMO and LUMO: 0.2636 Eh
HOMO level: -0.127 Ha

=====

2.
Entry from the Open Molecules 2025 dataset: an isolated molecule of C4H9NO at a distorted geometry (ωB97M-V with the def2-TZVPD basis set).

Last column: Mulliken charge in e.
Cartesian coordinates (Å):
C1 -1.59 -0.88 -0.22  -0.967
N1 -0.50 -0.14 0.36  -0.063
C2 -0.70 1.30 0.25  -0.935
C3 0.77 -0.54 -0.19  -0.124
C4 1.86 0.06 0.58  -0.756
O1 3.07 -0.04 0.05  -0.295
H1 -1.70 -0.71 -1.31  0.353
H2 -2.54 -0.59 0.26  0.330
H3 -1.44 -1.95 -0.05  0.302
H4 -1.64 1.58 0.74  0.316
H5 0.12 1.82 0.75  0.274
H6 -0.74 1.64 -0.80  0.334
H7 0.90 -0.32 -1.27  0.278
H8 0.89 -1.63 -0.07  0.330
H9 3.25 0.41 0.92  0.623

Results
Calculated total energy: -287.66310 Ha
Energy relative to the best compared isomer or geometry (same formula, charge and spin): 444.6 kJ/mol
Charge: 0
Lowest unoccupied orbital energy: 0.932 eV
Gap between HOMO and LUMO: 0.3467 Eh
HOMO level: -0.312 Ha

=====

3.
Entry from the Open Molecules 2025 dataset: a structure of composition C7H12 (ωB97M-V with the def2-TZVPD basis set).

Last column: Mulliken charge in e.
Cartesian coordinates (Å):
C1 -2.55 -0.27 0.09  -1.493
C2 -1.04 -0.18 0.00  0.527
C3 -0.22 0.63 -1.05  -0.749
C4 0.92 0.36 -0.07  0.899
C5 1.73 -0.88 -0.20  -0.917
C6 2.40 0.46 0.07  -0.702
C7 -0.09 0.38 1.07  -0.892
H1 -2.90 -0.83 -0.78  0.347
H2 -3.08 0.69 0.12  0.333
H3 -2.81 -0.85 0.99  0.344
H4 -0.71 -1.22 -0.10  0.106
H5 -0.16 0.23 -2.07  0.323
H6 -0.51 1.69 -1.08  0.277
H7 1.88 -1.28 -1.20  0.258
H8 1.53 -1.65 0.54  0.275
H9 3.01 0.87 -0.73  0.243
H10 2.77 0.69 1.06  0.234
H11 -0.29 1.41 1.38  0.276
H12 0.11 -0.24 1.96  0.311

Results
Calculated total energy: -273.84349 Ha
Energy relative to the best compared isomer or geometry (same formula, charge and spin): 170.8 kJ/mol
Charge: 0
Lowest unoccupied orbital energy: 1.121 eV
Gap between HOMO and LUMO: 0.4014 Eh
HOMO level: -0.360 Ha

=====

4.
Entry from the Open Molecules 2025 dataset: a cluster of 5 separate species, C5H20N2O5 in total at a distorted geometry (ωB97M-V with the def2-TZVPD basis set).

Last column: Mulliken charge in e.
Cartesian coordinates (Å):
O1 0.11 2.14 -0.63  -0.713
C1 -0.38 1.04 -0.34  0.576
N1 0.34 -0.11 -0.50  0.142
C2 1.68 -0.02 -1.13  -0.622
N2 2.05 -1.29 -1.71  -0.636
C3 -1.83 0.89 0.02  -1.145
C4 -2.02 0.39 1.48  -0.270
C5 -1.67 1.42 2.55  -1.138
H1 -0.25 -0.91 -0.59  0.220
H2 1.63 0.70 -1.94  0.352
H3 2.41 0.20 -0.36  0.442
H4 1.77 -2.08 -1.14  0.272
H5 1.65 -1.46 -2.62  0.270
H6 -2.37 1.83 0.01  0.383
H7 -2.35 0.23 -0.68  0.398
H8 -3.02 -0.05 1.46  0.384
H9 -1.54 -0.59 1.60  0.282
H10 -0.63 1.47 2.85  0.333
H11 -1.77 2.40 2.06  0.309
H12 -2.35 1.31 3.39  0.295
H13 0.57 -0.15 2.53  0.242
H14 1.34 -0.83 1.52  0.329
O2 0.84 -1.05 2.32  -0.680
H15 -0.55 -0.41 -3.92  0.311
H16 -1.18 -1.82 -3.79  0.298
O3 -0.38 -1.31 -3.64  -0.614
H17 1.92 2.25 0.02  0.347
H18 2.87 3.22 -0.82  0.296
O4 2.83 2.54 -0.15  -0.668
H19 -0.14 -3.98 0.33  0.267
H20 0.54 -2.93 1.28  0.312
O5 -0.09 -3.05 0.56  -0.573

Results
Calculated total energy: -688.21429 Ha
Energy relative to the best compared isomer or geometry (same formula, charge and spin): 126.3 kJ/mol
Charge: 0
SMILES: CCCC(=O)NCN.O.O.O.O
Lowest unoccupied orbital energy: 0.266 eV
Gap between HOMO and LUMO: 0.3517 Eh
HOMO level: -0.342 Ha

=====

5.
Entry from the Open Molecules 2025 dataset: a cluster of 3 separate species, C15H15F4NO4P in total at a distorted geometry (ωB97M-V with the def2-TZVPD basis set).

Last column: Mulliken charge in e.
Cartesian coordinates (Å):
C1 5.45 1.16 0.27  -0.940
P1 3.96 2.32 -0.02  0.255
N1 4.35 3.96 0.56  -0.586
C2 2.32 1.62 0.68  0.714
F1 1.97 2.18 2.03  -0.238
F2 2.37 0.12 0.85  -0.244
C3 1.14 2.03 -0.42  0.134
F3 1.31 3.48 -0.77  -0.250
F4 1.45 1.22 -1.66  -0.224
H1 5.29 0.22 -0.44  0.380
H2 6.43 1.73 -0.11  0.371
H3 5.57 0.81 1.40  0.382
H4 3.78 2.41 -1.46  0.232
H5 4.80 4.44 -0.28  0.359
H6 5.14 3.91 1.26  0.342
H7 0.05 1.78 -0.01  0.341
C4 -2.49 -2.56 -2.74  -0.370
C5 -1.78 -3.06 -3.76  -0.407
C6 -0.59 -2.37 -4.28  0.290
O1 0.06 -2.83 -5.21  -0.535
C7 -0.21 -1.09 -3.64  -0.303
C8 -0.92 -0.59 -2.63  -0.249
C9 -2.11 -1.28 -2.10  0.408
O2 -2.76 -0.82 -1.17  -0.614
H8 -3.37 -3.05 -2.35  0.442
H9 -2.04 -4.00 -4.23  0.418
H10 0.67 -0.60 -4.04  0.440
H11 -0.65 0.35 -2.15  0.375
C10 -3.66 -0.95 4.41  -0.406
C11 -2.55 -1.63 4.07  -0.384
C12 -2.08 -1.68 2.67  0.350
O3 -1.07 -2.31 2.37  -0.583
C13 -2.88 -0.96 1.66  -0.265
C14 -3.98 -0.28 2.00  -0.431
C15 -4.45 -0.23 3.39  0.309
O4 -5.46 0.39 3.70  -0.538
H12 -4.01 -0.90 5.43  0.419
H13 -1.96 -2.16 4.80  0.428
H14 -2.52 -1.01 0.64  0.726
H15 -4.57 0.25 1.26  0.451

Results
Calculated total energy: -1676.66331 Ha
Charge: +1
Lowest unoccupied orbital energy: -4.591 eV
Gap between HOMO and LUMO: 0.2645 Eh
HOMO level: -0.433 Ha

=====

6.
Entry from the Open Molecules 2025 dataset: a structure of composition C3H3Br2FO at a distorted geometry (ωB97M-V with the def2-TZVPD basis set).

Last column: Mulliken charge in e.
Cartesian coordinates (Å):
C1 -0.51 -0.03 -0.85  0.720
C2 -1.23 -0.19 0.40  -1.381
C3 1.32 0.09 -0.30  0.157
O1 -0.80 0.01 -1.97  -0.382
F1 2.21 0.16 -1.29  -0.184
Br1 1.31 1.88 0.52  -0.099
Br2 1.72 -1.24 1.01  -0.067
H1 -2.29 -0.14 0.48  0.344
H2 -0.83 0.47 1.12  0.430
H3 -0.90 -1.02 0.89  0.462

Results
Calculated total energy: -5439.18645 Ha
Energy relative to the best compared isomer or geometry (same formula, charge and spin): 58.6 kJ/mol
Charge: 0
Lowest unoccupied orbital energy: 0.332 eV
Gap between HOMO and LUMO: 0.3675 Eh
HOMO level: -0.355 Ha